1.
CH6BF7NO5P2S | wB97M-V/def2-TZVPD

XYZ file:
```
24
Properties=species:S:1:pos:R:3
C 3.57 -0.45 -1.13
P 1.99 0.21 -2.05
O 2.36 1.82 -2.61
N 0.71 0.18 -0.82
B -0.35 -0.82 -1.27
O -0.33 -2.19 -0.67
O -1.38 -0.58 -2.31
S 0.03 1.75 -0.49
O -0.93 1.57 0.75
O 1.09 2.81 -0.03
F -0.99 2.34 -1.77
H 3.79 0.14 -0.14
H 4.50 -0.24 -1.85
H 3.53 -1.61 -0.95
H 2.01 1.91 -3.55
H -0.90 -2.14 0.17
H -2.16 -0.06 -1.91
F -1.71 0.19 1.82
P -2.36 -0.66 2.95
F -1.03 -1.46 3.03
F -2.70 0.82 3.28
F -3.85 -1.01 3.26
F -2.07 -0.87 4.47
F -2.82 -1.66 1.84
```

Calculated values
Kohn-Sham gap: 8.31 eV
HOMO level: -0.255 Ha
multiplicity: 1
E_tot: -61975.7492 eV
strongest force on any atom: 0.1881 hartree/bohr
LUMO level: 1.4 eV
total charge: -1

Atom charges from the Löwdin analysis, given in e for atoms 1 to 4: C -0.277; P 0.900; O -0.348; N -0.251


2.
CH6BrPSi2 | wB97M-V/def2-TZVPD

XYZ file:
```
11
Properties=species:S:1:pos:R:3
C 0.75 0.40 0.05
Si -1.11 0.80 0.06
Si 1.58 -0.65 -1.08
P 1.03 -0.25 -3.21
Br 1.84 1.80 -3.65
H -0.88 2.27 0.00
H -1.77 -0.10 -0.85
H -1.52 0.15 1.27
H 1.29 -2.21 -1.03
H 1.27 1.17 0.42
H 2.98 -0.34 -0.71
```

Calculated values
Kohn-Sham gap (spin up / spin down): 6.90 / 7.40 eV
HOMO level (spin up / spin down): -0.320 / -0.321 Ha
multiplicity: 1
energy above the lowest of the compared OMol25 structures with the same formula, charge and spin: 2.0916 eV
E_tot: -96217.1906 eV
strongest force on any atom: 0.0864 hartree/bohr
LUMO level (spin up / spin down): -1.8 / -1.3 eV
total charge: 0

Atom charges from the Löwdin analysis, given in e for atoms 1 to 4: C -0.500; Si 0.567; Si 0.130; P 0.174


3.
CH6FN4 | wB97M-V/def2-TZVPD

XYZ file:
```
12
Properties=species:S:1:pos:R:3
C 0.60 -0.90 -0.41
N 2.20 0.24 0.61
N 1.47 0.12 -0.35
N -1.43 0.39 0.17
N -2.46 -0.31 -0.03
F 0.72 -1.77 0.59
H 0.21 -1.19 -1.33
H 2.87 1.05 0.77
H -1.29 0.84 1.08
H 1.39 0.63 -1.36
H -2.70 -0.53 -1.03
H -2.78 -1.05 0.69
```

Calculated values
Kohn-Sham gap (spin up / spin down): 8.79 / 6.47 eV
HOMO level (spin up / spin down): -0.504 / -0.465 Ha
multiplicity: 1
energy above the lowest of the compared OMol25 structures with the same formula, charge and spin: 3.3826 eV
E_tot: -9799.3090 eV
strongest force on any atom: 0.1273 hartree/bohr
LUMO level (spin up / spin down): -4.9 / -6.2 eV
total charge: +1

Atom charges from the Löwdin analysis, given in e for atoms 1 to 4: C -0.139; N 0.162; N -0.098; N 0.008